Record 1
Below is a structure of composition C19H51N2O2PdS3SbSi4, with properties calculated with ωB97M-V/def2-TZVPD.

Structure (XYZ):
```
83
Properties=species:S:1:pos:R:3
Sb -0.4124 1.7596 0.3766
Pd -0.0065 -0.7577 0.5704
S 1.2765 -2.6910 1.5130
S 2.8718 -5.0369 0.5829
S -2.8278 -2.6757 -0.6009
Si -1.2835 -0.7898 2.4589
Si 1.5464 2.5750 1.8195
Si 1.8183 0.0778 -2.4640
Si -2.1198 3.2588 1.5413
O 0.7274 -0.5919 -1.5280
O 3.1023 -2.5737 -0.3156
N -1.2568 -3.8547 -2.4724
N -1.9329 -1.6710 -2.8701
C 2.5078 -1.1113 -3.7880
C -1.5476 5.0413 1.2317
C -2.5343 3.1776 3.3875
C 2.4720 -3.4075 0.5355
C 4.1717 -3.0864 -1.0992
C 1.1641 3.3888 3.4939
C -0.6210 0.1185 3.9859
C -1.2455 -1.6899 -4.1484
C -2.0009 -2.7195 -2.0449
C 2.4594 3.9451 0.8787
C -3.7712 3.1641 0.6147
C 1.1495 1.5560 -3.4579
C 0.1327 -3.7511 -1.9767
C -2.4483 -0.3751 -2.4569
C -3.0989 -0.2595 2.2695
C -1.5183 -2.5772 3.0649
C 2.7595 1.1966 2.2126
C 3.3501 0.7513 -1.5833
C -1.8468 -5.1295 -2.0944
H -0.9394 -2.7016 -4.3854
H -1.2491 -5.9225 -2.5506
H 0.3745 -0.2551 4.2500
H 3.8228 -3.8616 -1.7827
H 4.1313 1.0426 -2.2972
H 3.1095 -1.8996 -3.3326
H 3.4896 1.5467 2.9538
H 3.0928 1.6330 -0.9917
H 2.8131 3.5897 -0.0914
H -1.3976 5.2005 0.1594
H 3.7486 0.0009 -0.8994
H -3.2814 3.9503 3.6130
H -1.9189 -3.2058 2.2653
H 0.7587 -4.4555 -2.5307
H 0.7697 2.6653 4.2109
H 0.4587 4.2203 3.4213
H 1.7124 -1.6050 -4.3562
H -2.9422 2.2087 3.6802
H -2.0071 0.3900 -3.0941
H 1.9572 2.1009 -3.9636
H -0.5419 1.1881 3.7913
H 4.5581 -2.2337 -1.6526
H 0.6368 2.2417 -2.7769
H -3.5402 -0.3482 -2.5338
H -0.6044 5.2714 1.7338
H -3.5505 -0.7784 1.4204
H -2.8684 -5.1976 -2.4703
H -4.2931 2.2171 0.7775
H 0.5002 -2.7300 -2.1045
H -2.3054 5.7524 1.5858
H 3.1411 -0.5657 -4.4995
H 3.3219 4.3134 1.4489
H -0.3710 -1.0421 -4.0975
H 0.1828 -3.9872 -0.9073
H 0.4278 1.2486 -4.2235
H -1.9187 -1.3093 -4.9241
H 3.2974 0.8631 1.3230
H 1.7850 4.7871 0.6909
H -1.2830 -0.0282 4.8505
H 2.2431 0.3206 2.6001
H -3.2113 0.8114 2.0966
H 4.9444 -3.5164 -0.4622
H -2.1584 -0.1773 -1.4292
H -0.5929 -3.0393 3.4111
H -4.4318 3.9805 0.9333
H -1.6520 3.3694 4.0041
H -3.5952 3.2653 -0.4609
H -3.6617 -0.5205 3.1763
H 2.1057 3.7818 3.8992
H -2.2399 -2.5633 3.8941
H -1.8639 -5.2778 -1.0096
```

For the total energy, the calculation gives -101646.4626 eV. The total charge is -2. The energy relative to the best compared isomer or geometry (same formula, charge and spin) comes out at 106.8 kJ/mol. The calculation puts the LUMO energy at 0.16948 Eh. The value obtained for the frontier orbital gap is 5.894 eV.

***

Record 2
Below is an isolated molecule of C5H10O at a distorted geometry, with properties calculated with ωB97M-V/def2-TZVPD.

Structure (XYZ):
```
16
Properties=species:S:1:pos:R:3
O 1.2960 1.6000 -0.5590
C 0.3376 -0.1829 0.5274
C -1.4054 0.6166 -1.0425
C 1.3857 0.1738 -0.5161
C 0.2248 -1.4663 1.3013
C -0.7454 0.6185 0.3107
H 1.1585 -0.1974 -1.5210
H 2.4214 -0.0993 -0.2726
H -0.4521 -1.3898 2.1594
H 1.1530 -1.9645 1.5954
H -1.6795 1.5470 -1.5386
H -2.3335 0.0863 -0.7710
H -0.8975 -0.0478 -1.7516
H 1.1641 1.7872 0.3878
H -0.2833 -2.1519 0.5971
H -1.3445 1.0704 1.0932
```

Its SMILES is C/C=C(/C)CO. For the total energy, the calculation gives -7391.6022 eV. The energy relative to the best compared isomer or geometry (same formula, charge and spin) comes out at 305.2 kJ/mol. The calculation puts the LUMO energy at 0.03292 Eh. The value obtained for the frontier orbital gap is 8.699 eV.

***

Record 3
Below is a cluster of 2 separate species, C5H9O3 in total at a distorted geometry, with properties calculated with ωB97M-V/def2-TZVPD.

Structure (XYZ):
```
17
Properties=species:S:1:pos:R:3
O -1.1505 -2.6048 -1.0353
O 0.4122 -0.1952 -2.1857
O 2.0328 1.1865 -1.2819
C -0.9728 0.9975 2.9307
C -0.9654 -0.0705 2.0317
C 0.9888 0.5575 -1.3380
C 0.0566 0.9170 -0.0755
C 0.1100 -0.1933 1.0540
H -1.8117 1.4417 3.3819
H 0.0084 1.2246 3.1859
H -1.0435 1.0748 -0.3508
H -0.4751 -2.0952 -1.3457
H -1.9580 -0.5664 2.0093
H 0.1692 -1.0923 0.4095
H 1.0120 -0.3156 1.6103
H -1.8254 -1.8702 -0.8528
H 0.2656 1.8571 0.3569
```

For the total energy, the calculation gives -11473.2388 eV. The total charge is -1. The energy relative to the best compared isomer or geometry (same formula, charge and spin) comes out at 193.0 kJ/mol. The calculation puts the LUMO energy at 0.13786 Eh. The value obtained for the frontier orbital gap is 7.935 eV.

***

Record 4
Below is a structure of composition C5H11ClHoIrNS at a distorted geometry, with properties calculated with ωB97M-V/def2-TZVPD.

Structure (XYZ):
```
21
Properties=species:S:1:pos:R:3
Ir 0.1498 -0.0268 0.2571
Ho 0.6403 -2.4271 -2.4659
Cl 2.5875 -3.3221 -1.1964
S -0.3858 0.4414 4.0456
N 0.0823 -1.1016 1.7509
C 1.6369 0.7120 -0.8410
C -0.1464 -0.1933 2.5989
C 0.0514 -4.6865 -2.7226
C -1.2079 0.6580 -0.7653
C 1.8903 -2.5500 -4.4840
H -0.1973 -4.9835 -3.7492
H 1.8357 -1.4875 -4.7967
H 2.5761 0.2208 -0.5432
H -1.0002 1.4968 -1.4693
H 1.3956 -3.1420 -5.2668
H -0.8954 -4.6722 -2.1468
H -2.2703 0.4334 -0.4695
H 2.9537 -2.8057 -4.5278
H 1.7174 1.7909 -0.6165
H 1.4404 0.5683 -1.9165
H 0.6294 -5.5063 -2.2875
```

Its expectation value of S² is 20.0262. For the total energy, the calculation gives -58842.1354 eV. The total charge is -1. The calculation puts the LUMO energy (alpha / beta) at 0.08580 / 0.06548 Eh. The value obtained for the frontier orbital gap (alpha / beta) is 4.458 / 7.278 eV. Its spin multiplicity is 9.

***

Record 5
Below is an isolated molecule of C20H27N3S2 at a distorted geometry, with properties calculated with ωB97M-V/def2-TZVPD.

Structure (XYZ):
```
52
Properties=species:S:1:pos:R:3
S 0.5317 -0.7936 -2.3077
S 0.3701 1.8721 -3.7369
N 4.5315 -2.9086 2.2983
N -3.9579 2.3961 0.7981
N -1.6738 0.2368 -3.4125
C -2.6670 1.9361 0.5191
C 1.9633 -0.3384 1.6291
C 4.9536 -4.1128 1.5632
C 2.8737 -1.0994 2.3624
C -2.5109 1.3395 -3.8560
C 3.8065 -1.9423 1.6669
C -2.2392 0.6465 0.9379
C 1.1761 0.5501 -0.6085
C -0.0813 1.0566 -0.1099
C -0.3245 0.4324 -3.2147
C 3.9122 -1.7993 0.2568
C -0.9327 0.2315 0.6603
C -0.5348 2.3124 -0.5456
C -2.1454 -1.0989 -3.7514
C 2.0692 -0.2273 0.2154
C -1.7801 2.7710 -0.1962
C 3.1123 -0.9226 -0.4406
C 4.8818 -2.8444 3.7000
C -4.2076 3.3887 1.8486
C -5.1391 1.6676 0.3627
H -2.1786 -1.2492 -4.8531
H -5.9986 2.3496 0.3892
H -3.3601 4.0753 1.9087
H 1.1734 0.1784 2.1768
H -0.5973 -0.7370 1.0327
H 4.2718 -4.9567 1.7817
H -3.1624 -1.1701 -3.3453
H -4.3227 2.8858 2.8273
H -2.9181 -0.0116 1.4865
H 2.8247 -1.0762 3.4774
H -2.5112 1.4593 -4.9548
H -1.4766 -1.8483 -3.3046
H 5.7470 -3.4994 3.8526
H 4.0603 -3.1690 4.3603
H -5.1378 3.9141 1.6002
H 0.0986 2.9078 -1.2266
H -3.5239 1.0903 -3.5216
H 3.2927 -0.7808 -1.5261
H 5.1501 -1.8171 4.0041
H 5.9658 -4.3528 1.8819
H -4.9992 1.2957 -0.6613
H 4.9181 -3.9520 0.4924
H -2.1799 2.2940 -3.4138
H 1.6870 1.2226 -1.3299
H -2.1474 3.7487 -0.5099
H -5.3477 0.8030 1.0093
H 4.6842 -2.3541 -0.2727
```

Its SMILES is CN(C)C(=S)SC(c1ccc(N(C)C)cc1)c1ccc(N(C)C)cc1. For the total energy, the calculation gives -47316.7925 eV. The energy relative to the best compared isomer or geometry (same formula, charge and spin) comes out at 265.9 kJ/mol. The calculation puts the LUMO energy at -0.01118 Eh. The value obtained for the frontier orbital gap is 7.088 eV.

***

Record 6
Below is an isolated molecule of C19H18N4O6S at a distorted geometry, with properties calculated with ωB97M-V/def2-TZVPD.

Structure (XYZ):
```
48
Properties=species:S:1:pos:R:3
S -5.0379 0.5858 0.7349
O 4.0718 -0.0714 1.4181
O -2.8705 0.0243 -1.1536
O 1.8372 0.5647 -2.1087
O 0.9319 -2.5349 -0.7411
O -2.1731 -2.2153 0.5600
O 3.5746 1.9948 0.6597
N -2.2947 2.4564 -1.7628
N -2.2722 -0.2807 1.8342
N -0.2793 -0.5900 -1.8031
N -3.4229 2.3567 -0.5241
C 3.2536 0.8187 1.2038
C -3.6907 1.1855 -0.4316
C 0.1649 -0.9947 1.8366
C 5.0385 2.4888 0.4267
C 1.1817 -0.5393 -1.6593
C 1.6753 -1.7415 -1.2592
C -0.8707 0.6625 -2.6268
C -0.8816 0.2498 1.6867
C 1.4121 -0.6144 1.6239
C 0.9321 1.4734 1.1327
C 2.9564 -3.4688 -0.3248
C 1.8435 0.6742 1.2698
C -4.1718 -1.0904 0.8218
C 5.2247 2.0475 -0.9098
C -2.7186 -1.4268 1.0530
C -0.5332 1.4548 1.2962
C 1.6313 -3.7705 -0.2720
C -1.9281 1.0757 -1.7806
C 3.0421 -2.0078 -0.8426
H -2.9068 0.4627 2.0368
H 5.3240 0.8155 -1.0051
H 3.8509 -1.3887 -1.0174
H 5.1029 3.6756 0.4939
H -4.7906 -1.5199 1.7275
H 2.1182 -1.3336 1.7870
H 4.4790 2.2982 -1.6208
H 3.8136 -3.8973 0.3012
H 6.2936 2.3694 -1.3268
H -0.3284 1.3718 -2.5632
H -0.2399 -2.0962 2.0913
H -1.1827 2.1183 1.1514
H 1.2006 -4.5894 -0.1093
H 1.2405 2.7445 1.0327
H -4.6235 -1.8132 0.1980
H 5.6383 1.9941 1.1041
H -1.2432 0.0541 -3.3832
H -0.8300 -1.2197 -1.4658
```

Its SMILES is CCOC(=O)c1ccc(NC(=O)CSc2nnc(CNC(=O)c3ccco3)o2)cc1. For the total energy, the calculation gives -49059.8313 eV. The energy relative to the best compared isomer or geometry (same formula, charge and spin) comes out at 1566.3 kJ/mol. The calculation puts the LUMO energy at -0.00461 Eh. The value obtained for the frontier orbital gap is 8.649 eV.